Record 1
{"formula": "C10H20Cl10N5O15V", "method": "wB97M-V/def2-TZVPD", "homo_lumo_gap_ev": [7.308, 7.303], "multiplicity": 3, "charge": -2, "elements": ["V", "N", "O", "O", "O", "N", "O", "O", "O", "N", "O", "O", "O", "N", "O", "O", "O", "N", "O", "O", "O", "Cl", "C", "C", "Cl", "H", "H", "H", "H", "Cl", "C", "C", "Cl", "H", "H", "H", "H", "Cl", "C", "C", "Cl", "H", "H", "H", "H", "Cl", "C", "C", "Cl", "H", "H", "H", "H", "Cl", "C", "C", "Cl", "H", "H", "H", "H"], "coordinates": [[-0.5237, 0.8966, 0.2521], [2.0638, 1.2893, 2.3030], [0.9320, 1.2102, 1.8279], [2.4796, 0.3708, 3.0396], [2.8117, 2.2095, 1.9616], [-1.3900, 3.4484, -0.4172], [-1.5872, 2.3955, -1.0457], [-1.4228, 4.5490, -0.9159], [-0.8587, 3.1817, 0.6614], [-2.5953, 0.1131, 1.9894], [-1.4445, -0.2606, 2.0602], [-3.4874, -0.2073, 2.7409], [-2.7029, 0.7448, 0.9910], [1.9869, 2.4166, -1.5054], [3.0067, 2.6927, -0.8161], [1.8615, 2.7782, -2.6201], [1.2037, 1.6244, -0.9256], [-0.3947, -1.6390, -0.6844], [-0.5266, -2.8458, -0.8640], [-1.1717, -0.7596, -1.0452], [0.5025, -1.0231, -0.0295], [0.1248, -4.3189, 2.4593], [1.3722, -3.1307, 2.0126], [2.6657, -3.5538, 2.5990], [2.6124, -3.6095, 4.3725], [1.1141, -2.1873, 2.4937], [1.4384, -3.1497, 0.9248], [3.4989, -2.8994, 2.3428], [2.9033, -4.5516, 2.2302], [-0.7805, -2.7961, -5.8526], [0.2007, -2.3416, -4.4060], [1.0164, -0.9759, -4.5633], [-0.2149, 0.4057, -4.3360], [0.9173, -3.1557, -4.2970], [-0.4238, -2.3899, -3.5139], [1.4670, -0.8396, -5.5463], [1.7657, -0.9619, -3.7718], [-3.7481, 1.3253, -4.4013], [-3.5469, 0.3404, -2.9896], [-4.7336, -0.6173, -2.8576], [-4.3617, -1.7000, -1.5104], [-3.5920, 1.0020, -2.1245], [-2.6008, -0.2007, -2.9744], [-4.7620, -1.2743, -3.7269], [-5.7224, -0.1912, -2.6874], [3.6846, -0.4660, 0.0365], [5.0993, -1.3897, -0.4248], [4.9229, -1.7317, -1.9341], [3.5515, -2.8703, -2.2358], [5.1905, -2.2141, 0.2824], [5.9288, -0.7118, -0.2236], [5.8768, -2.1469, -2.2593], [4.7410, -0.8384, -2.5317], [-1.7783, 2.8799, 3.9747], [-2.2778, 3.8540, 5.3384], [-3.8176, 4.1657, 5.3493], [-4.6463, 2.6320, 5.5360], [-1.5577, 4.6717, 5.3711], [-1.9978, 3.2839, 6.2242], [-4.1994, 4.6714, 4.4625], [-4.0738, 4.7967, 6.2004]], "lowdin_charge": [1.27, -0.59, -0.14, -0.05, 0.00, -0.56, -0.08, 0.08, -0.05, -0.63, -0.05, 0.05, -0.05, -0.59, -0.05, 0.03, -0.15, -0.49, 0.07, -0.09, -0.11, 0.54, -0.67, -0.69, 0.53, 0.07, 0.05, 0.06, 0.06, 0.48, -0.63, -0.52, 0.53, 0.04, 0.04, 0.06, 0.04, 0.57, -0.74, -0.67, 0.58, 0.06, 0.02, 0.05, 0.07, 0.69, -0.64, -0.63, 0.52, 0.06, 0.07, 0.06, 0.06, 0.63, -0.69, -0.66, 0.55, 0.06, 0.05, 0.06, 0.06]}

=====

Record 2
{"formula": "C4H9N", "method": "wB97M-V/def2-TZVPD", "homo_lumo_gap_ev": 8.568, "multiplicity": 1, "e_above_lowest_kcal_mol": 40.2, "smiles": "CC(C)=CN", "elements": ["C", "C", "C", "C", "N", "H", "H", "H", "H", "H", "H", "H", "H", "H"], "coordinates": [[0.3582, -0.0004, 1.3492], [-0.4252, 0.0987, 0.0549], [-1.4331, 1.3099, -0.1761], [0.1641, -0.5172, -1.0503], [0.9913, -1.7181, -0.9354], [1.0844, 0.8868, 1.5029], [-0.2931, -0.0856, 2.2290], [1.0344, -0.8353, 1.4345], [-0.8614, 2.1905, -0.5320], [-2.2692, 1.0913, -0.7677], [-1.7480, 1.6798, 0.8145], [0.3008, -0.2328, -1.9909], [1.5656, -1.7903, -1.8340], [1.5312, -2.0773, -0.0986]], "lowdin_charge": [-0.10, -0.30, -0.07, -0.14, -0.01, 0.11, 0.07, 0.03, 0.07, 0.04, 0.06, 0.05, 0.09, 0.09]}

=====

Record 3
{"formula": "C35H53BF9IN4O2S2", "method": "wB97M-V/def2-TZVPD", "homo_lumo_gap_ev": 7.173, "multiplicity": 1, "smiles": "CB(O)c1c(CCc2ccccc2)c(CCCCC(F)(F)C(F)(F)S(F)(F)(F)(F)F)c2nsnc2c1CC(=O)I.CCN(CC)CC.CCN(CC)CC", "elements": ["C", "B", "O", "C", "C", "C", "C", "C", "C", "C", "C", "C", "C", "C", "C", "C", "C", "C", "C", "F", "F", "C", "F", "F", "S", "F", "F", "F", "F", "F", "C", "N", "S", "N", "C", "C", "C", "C", "O", "I", "H", "H", "H", "H", "H", "H", "H", "H", "H", "H", "H", "H", "H", "H", "H", "H", "H", "H", "H", "H", "H", "H", "H", "C", "C", "N", "C", "C", "C", "C", "H", "H", "H", "H", "H", "H", "H", "H", "H", "H", "H", "H", "H", "H", "H", "C", "C", "N", "C", "C", "C", "C", "H", "H", "H", "H", "H", "H", "H", "H", "H", "H", "H", "H", "H", "H", "H"], "coordinates": [[1.7085, -2.0929, -0.7817], [0.4868, -2.6879, -1.6790], [0.7238, -3.3972, -2.8842], [-1.0080, -2.3915, -1.1063], [-1.8677, -1.3777, -1.8941], [-1.2856, -0.7107, -3.1755], [-0.1955, 0.4068, -2.8880], [-0.5873, 1.4177, -1.7644], [0.2677, 1.4728, -0.5601], [-0.0128, 2.4497, 0.5794], [-1.1691, 3.3627, 0.4824], [-2.0078, 3.2771, -0.7276], [-1.7387, 2.3347, -1.8283], [-3.1992, -1.0674, -1.4283], [-4.2035, -0.0785, -2.1423], [-5.5135, -0.8943, -2.4796], [-6.8503, -0.0427, -2.4701], [-6.9856, 0.9359, -1.2422], [-8.4746, 1.2201, -0.7906], [-8.6513, 2.6084, -1.0078], [-9.4292, 0.6143, -1.5756], [-8.6618, 1.0250, 0.7651], [-7.5767, 1.4623, 1.4966], [-9.7007, 1.8697, 1.1512], [-9.1209, -0.6911, 1.3500], [-7.6727, -0.8274, 2.1540], [-8.4331, -1.4435, 0.0798], [-10.5966, -0.6376, 0.6759], [-9.7253, -0.0257, 2.7281], [-9.5101, -2.1591, 1.9510], [-3.6598, -1.7392, -0.1566], [-4.8641, -1.5663, 0.4813], [-4.9632, -2.4945, 1.8646], [-3.4544, -3.2115, 1.7179], [-2.8168, -2.7458, 0.6188], [-1.4384, -3.0800, 0.0844], [-0.6120, -4.1408, 0.8744], [-0.5034, -3.8435, 2.4260], [0.1651, -2.9254, 2.8014], [-1.5359, -5.1046, 3.8562], [1.2814, -1.2823, -0.1193], [2.0448, -2.9073, -0.0660], [2.5617, -1.7173, -1.4130], [1.2846, -4.1544, -2.6326], [-0.7991, -1.4867, -3.8432], [-2.0713, -0.2293, -3.8266], [0.7959, -0.0455, -2.6204], [-0.0545, 1.0047, -3.8344], [1.1688, 0.8162, -0.4428], [0.6317, 2.5152, 1.4889], [-1.3863, 4.0702, 1.3191], [-2.8744, 3.9887, -0.7880], [-2.4011, 2.3452, -2.7245], [-3.7906, 0.3445, -3.0911], [-4.3397, 0.7718, -1.4237], [-5.6936, -1.7934, -1.8400], [-5.3904, -1.2726, -3.5406], [-7.6935, -0.7904, -2.5608], [-6.9095, 0.5668, -3.4234], [-6.4818, 1.9076, -1.5085], [-6.3585, 0.5001, -0.4064], [-1.1567, -5.1267, 0.7503], [0.4281, -4.3077, 0.4933], [2.5412, 4.2769, -1.3816], [3.6418, 5.3210, -1.2512], [3.3531, 6.3423, -0.2567], [4.2310, 7.5028, -0.3420], [5.7205, 7.2894, -0.0688], [3.0743, 5.8647, 1.0908], [4.1347, 4.9995, 1.7746], [1.5700, 4.7411, -1.5680], [2.7663, 3.6236, -2.2284], [2.4513, 3.6390, -0.5006], [3.7447, 5.8027, -2.2290], [4.5959, 4.8123, -1.0516], [3.8582, 8.2864, 0.3252], [4.1301, 7.9230, -1.3491], [5.9192, 7.1330, 0.9916], [6.2781, 8.1818, -0.3670], [6.1292, 6.4485, -0.6311], [2.1405, 5.2927, 1.0619], [2.8453, 6.7188, 1.7357], [4.5062, 4.2031, 1.1269], [3.7013, 4.5224, 2.6582], [4.9827, 5.5911, 2.1192], [4.8516, -4.4516, -0.4866], [5.9646, -4.6170, 0.5403], [5.9328, -3.6152, 1.5937], [7.1538, -3.5683, 2.3891], [7.5109, -4.8035, 3.2169], [4.6896, -3.5145, 2.3469], [4.1750, -4.7742, 3.0456], [4.8426, -3.4395, -0.8979], [5.0041, -5.1481, -1.3146], [3.8679, -4.6625, -0.0595], [6.9132, -4.5280, 0.0013], [5.9291, -5.6385, 0.9448], [7.1192, -2.6974, 3.0510], [7.9878, -3.3671, 1.7072], [6.8661, -4.9061, 4.0898], [8.5350, -4.7101, 3.5890], [7.4608, -5.7235, 2.6324], [3.9068, -3.1644, 1.6654], [4.7790, -2.7124, 3.0855], [4.1885, -5.6503, 2.3938], [3.1383, -4.6192, 3.3581], [4.7453, -5.0023, 3.9458]], "lowdin_charge": [-0.02, -0.42, 0.09, 0.02, -0.07, -0.13, -0.13, -0.20, -0.02, -0.06, -0.09, -0.08, -0.04, -0.07, -0.14, -0.19, -0.18, -0.08, -0.37, 0.06, 0.09, -0.37, 0.10, 0.08, 0.91, -0.21, -0.15, -0.13, -0.16, -0.15, -0.22, -0.25, 1.00, -0.27, -0.25, -0.09, -0.13, -0.82, 0.00, 0.77, 0.06, 0.05, 0.08, 0.11, 0.12, 0.11, 0.10, 0.13, 0.09, 0.09, 0.10, 0.10, 0.10, 0.09, 0.11, 0.10, 0.12, 0.11, 0.12, 0.14, 0.11, 0.11, 0.11, -0.09, -0.27, -0.20, -0.25, -0.09, -0.25, -0.08, 0.08, 0.07, 0.05, 0.12, 0.10, 0.11, 0.11, 0.05, 0.07, 0.07, 0.10, 0.11, 0.07, 0.07, 0.05, -0.09, -0.27, -0.20, -0.25, -0.09, -0.24, -0.08, 0.08, 0.07, 0.05, 0.12, 0.10, 0.11, 0.11, 0.05, 0.07, 0.07, 0.09, 0.12, 0.07, 0.07, 0.06]}

=====

Record 4
{"formula": "C2H15N2O4", "method": "wB97M-V/def2-TZVPD", "homo_lumo_gap_ev": 9.023, "multiplicity": 1, "charge": 1, "e_above_lowest_kcal_mol": 61.6, "elements": ["C", "C", "N", "N", "H", "H", "H", "H", "H", "H", "H", "H", "H", "O", "H", "H", "O", "H", "H", "O", "H", "H", "O"], "coordinates": [[1.8355, -0.0569, -0.1302], [0.9774, 0.0366, -1.1957], [0.6317, 1.3311, -1.4856], [2.0140, -1.4107, 0.3344], [2.5302, 0.6277, 0.4361], [0.4385, -0.8383, -1.7190], [-0.1182, 1.4742, -2.1011], [0.7991, 1.9952, -0.8808], [1.8458, -2.1923, -0.2680], [1.4397, -1.5945, 1.1972], [2.9150, -1.6190, 0.6794], [2.2449, 2.9654, 3.9050], [1.0065, 3.6713, 3.3428], [1.8115, 3.2908, 3.0511], [-2.3129, -0.4607, -2.4272], [-2.6923, 0.1509, -1.1199], [-1.9878, -0.3032, -1.5904], [-4.8839, 0.7823, -0.3476], [-3.7938, 0.7029, 0.7016], [-4.0905, 0.2969, -0.0463], [-0.7220, -2.4777, -0.4678], [-0.0278, -3.4519, 0.4773], [0.1396, -2.9201, -0.3454]], "lowdin_charge": [-0.11, -0.13, 0.11, 0.10, 0.15, 0.15, 0.08, 0.04, 0.11, 0.18, 0.14, 0.08, 0.00, -0.08, 0.01, -0.01, -0.03, 0.10, 0.01, 0.00, 0.06, 0.10, -0.07]}

=====

Record 5
{"formula": "C5H10O", "method": "wB97M-V/def2-TZVPD", "homo_lumo_gap_ev": 11.177, "multiplicity": 1, "e_above_lowest_kcal_mol": 26.6, "smiles": "CC[C@H]1O[C@H]1C", "elements": ["C", "C", "C", "O", "C", "C", "H", "H", "H", "H", "H", "H", "H", "H", "H", "H"], "coordinates": [[2.1249, 0.5090, -0.7357], [0.7390, 0.8268, -0.1774], [0.2562, -0.2209, 0.8056], [-0.7544, 0.1735, 1.7267], [-1.0760, -0.8436, 0.7878], [-2.1466, -0.5180, -0.2185], [2.8589, 0.4031, 0.0717], [2.4699, 1.3103, -1.3963], [2.1264, -0.4234, -1.3114], [0.7630, 1.7867, 0.3513], [0.0261, 0.9451, -1.0014], [1.0595, -0.7982, 1.2740], [-1.1617, -1.8378, 1.2348], [-2.0120, 0.4833, -0.6356], [-3.1309, -0.5496, 0.2608], [-2.1424, -1.2464, -1.0367]], "lowdin_charge": [-0.11, -0.20, -0.28, -0.02, -0.31, -0.04, 0.07, 0.07, 0.08, 0.12, 0.10, 0.14, 0.14, 0.07, 0.08, 0.08]}